C12H30N6O19S2 | wB97M-V/def2-TZVPD

Geometry as ORCA input:
```
! RIJCOSX wB97M-V def2-TZVPD def2/J DEFGRID3
* xyz 0 1
C -0.51 -0.21 3.09
N -0.45 0.75 4.21
O -1.49 0.99 4.78
O 0.60 1.29 4.47
H -0.84 0.22 2.15
H -1.12 -1.07 3.35
H 0.49 -0.64 3.05
C 0.43 0.27 -0.38
N 1.27 -0.84 0.18
O 2.41 -0.58 0.49
O 0.81 -1.97 0.20
H 0.51 0.99 0.43
H -0.55 -0.18 -0.54
H 0.75 0.65 -1.34
C -3.53 0.27 -3.85
N -2.43 -0.26 -3.02
O -1.49 -0.76 -3.59
O -2.43 0.05 -1.84
H -3.63 -0.47 -4.65
H -3.23 1.17 -4.37
H -4.46 0.43 -3.32
C -0.97 -5.21 0.03
N -1.05 -5.08 -1.48
O -0.03 -5.34 -2.08
O -2.07 -4.65 -1.96
H -0.54 -6.20 0.15
H -1.97 -5.06 0.43
H -0.24 -4.42 0.20
C 0.84 4.77 1.75
N 0.57 3.32 1.86
O 1.54 2.61 1.90
O -0.58 2.93 1.95
H 0.05 5.40 1.34
H 1.69 4.91 1.08
H 1.12 5.19 2.71
C -4.90 0.57 2.17
C -3.85 0.97 1.10
O -4.46 0.64 -0.12
S -6.07 0.76 -0.04
O -6.69 -0.34 -0.69
O -6.46 2.11 -0.42
O -6.16 0.59 1.52
H -4.77 1.31 2.96
H -4.73 -0.40 2.63
H -3.00 0.28 1.22
H -3.47 1.99 1.16
C 1.27 5.52 -3.86
C 2.36 5.81 -2.83
O 2.30 4.80 -1.84
S 1.41 3.51 -2.28
O 0.48 3.20 -1.25
O 2.25 2.44 -2.74
O 0.77 4.21 -3.61
H 1.68 5.56 -4.86
H 0.49 6.29 -3.79
H 2.31 6.79 -2.37
H 3.31 5.68 -3.36
C 3.42 -4.12 0.52
O 2.30 -4.34 0.95
N 4.55 -4.55 1.10
C 5.85 -4.21 0.51
C 4.53 -5.39 2.27
H 3.51 -3.45 -0.35
H 6.55 -3.97 1.31
H 5.78 -3.38 -0.18
H 6.23 -5.11 0.03
H 4.28 -6.43 2.04
H 5.55 -5.50 2.66
H 3.89 -5.05 3.08
*
```

The value obtained for the gap between HOMO and LUMO is 8.92 eV. As for the molar mass: 626.53 g mol⁻¹. The HOMO energy is -9.0 eV. Its SMILES is C[N+](=O)[O-].C[N+](=O)[O-].C[N+](=O)[O-].C[N+](=O)[O-].C[N+](=O)[O-].O=S1(=O)OCCO1.O=S1(=O)OCCO1.CN(C)C=O. As for the relative energy (zero: lowest compared OMol25 entry of this formula, charge and spin): 0.0 kcal per mole.